Computed, not measured: a cluster of 11 separate species, C14H50N10O11 in total at a distorted geometry, with the ωB97M-V functional and the def2-TZVPD basis.

Each atom is followed by the atoms it is bonded to, with distances in Å.
Cartesian coordinates (Å):
1 N 0.499 -4.269 -2.307  C2 1.280, H5 1.010, H6 1.010
2 C 1.648 -4.818 -2.175  N1 1.280, N3 1.352, O4 1.192
3 N 2.243 -4.229 -1.113  C2 1.352, H7 1.010, H8 1.010
4 O 2.069 -5.642 -2.926  C2 1.192
5 H 0.324 -3.516 -1.656  N1 1.010
6 H -0.076 -4.451 -3.117  N1 1.010
7 H 1.720 -3.768 -0.382  N3 1.010
8 H 3.247 -4.327 -1.072  N3 1.010
9 N 2.429 -1.654 2.368  C10 1.284, H13 1.010, H14 1.010
10 C 3.562 -1.508 1.784  N9 1.284, N11 1.254, O12 1.191
11 N 3.937 -2.591 1.275  C10 1.254, H15 1.010, H16 1.010
12 O 4.118 -0.468 1.616  C10 1.191
13 H 2.035 -1.015 3.045  N9 1.010
14 H 1.816 -2.421 2.132  N9 1.010
15 H 3.436 -3.467 1.237  N11 1.010
16 H 4.727 -2.398 0.675  N11 1.010
17 N -0.980 -3.460 1.006  C18 1.262, H21 1.010, H22 1.010
18 C -0.273 -4.136 1.804  N17 1.262, N19 1.274, O20 1.243
19 N -0.976 -4.848 2.594  C18 1.274, H23 1.010, H24 1.010
20 O 0.959 -4.045 1.669  C18 1.243
21 H -1.980 -3.375 1.120  N17 1.010
22 H -0.503 -2.783 0.428  N17 1.010
23 H -0.558 -5.550 3.186  N19 1.010
24 H -1.982 -4.836 2.506  N19 1.010
25 N 2.175 -1.183 -2.952  C26 1.261, H29 1.010, H30 1.010
26 C 3.419 -1.113 -2.756  N25 1.261, N27 1.284, O28 1.219
27 N 3.819 -0.691 -1.612  C26 1.284, H31 1.010, H32 1.010
28 O 4.237 -1.216 -3.653  C26 1.219
29 H 1.520 -1.265 -2.188  N25 1.010
30 H 1.885 -1.275 -3.915  N25 1.010
31 H 4.786 -0.399 -1.613  N27 1.010
32 H 3.108 -0.546 -0.910  N27 1.010
33 N 1.154 0.522 0.243  C34 1.271, H37 1.010, H38 1.010
34 C 0.309 -0.237 -0.328  N33 1.271, N35 1.335, O36 1.205
35 N -0.595 0.457 -1.023  C34 1.335, H39 1.010, H40 1.010
36 O 0.319 -1.440 -0.260  C34 1.205
37 H 1.168 1.486 -0.058  N33 1.010
38 H 1.898 0.216 0.853  N33 1.010
39 H -1.192 -0.090 -1.627  N35 1.010
40 H -0.730 1.454 -0.929  N35 1.010
41 C -0.476 5.918 0.144  C42 1.506, H45 1.090, H46 1.090, H47 1.090
42 C -0.222 6.111 -1.327  C41 1.506, C43 1.538, O44 1.406, H48 1.090
43 C 1.015 6.933 -1.725  C42 1.538, H49 1.090, H50 1.090, H51 1.090
44 O 0.040 4.904 -2.000  C42 1.406, H52 0.960
45 H -1.358 5.291 0.273  C41 1.090
46 H -0.662 6.911 0.552  C41 1.090
47 H 0.356 5.441 0.663  C41 1.090
48 H -0.968 6.674 -1.887  C42 1.090
49 H 1.213 6.792 -2.788  C43 1.090
50 H 1.846 6.575 -1.117  C43 1.090
51 H 0.873 7.969 -1.418  C43 1.090
52 H -0.654 4.245 -1.932  O44 0.960
53 C -0.237 2.394 3.310  C54 1.552, H57 1.090, H58 1.090, H59 1.090
54 C -1.084 1.099 3.197  C53 1.552, C55 1.562, O56 1.434, H60 1.090
55 C -0.348 -0.133 3.814  C54 1.562, H61 1.090, H62 1.090, H63 1.090
56 O -2.300 1.159 3.953  C54 1.434, H64 0.960
57 H 0.279 2.391 2.350  C53 1.090
58 H 0.518 2.240 4.081  C53 1.090
59 H -0.814 3.313 3.408  C53 1.090
60 H -1.297 0.750 2.187  C54 1.090
61 H -1.068 -0.949 3.873  C55 1.090
62 H -0.218 0.092 4.873  C55 1.090
63 H 0.625 -0.326 3.361  C55 1.090
64 H -2.080 0.925 4.858  O56 0.960
65 C -5.926 -1.342 -2.688  C66 1.530, H69 1.090, H70 1.090, H71 1.090
66 C -4.693 -1.377 -1.783  C65 1.530, C67 1.524, O68 1.400, H72 1.090
67 C -4.530 -2.694 -1.034  C66 1.524, H73 1.090, H74 1.090, H75 1.090
68 O -3.525 -1.072 -2.492  C66 1.400, H76 0.960
69 H -6.036 -0.330 -3.078  C65 1.090
70 H -6.835 -1.575 -2.134  C65 1.090
71 H -5.744 -2.026 -3.517  C65 1.090
72 H -4.870 -0.568 -1.074  C66 1.090
73 H -4.255 -3.464 -1.755  C67 1.090
74 H -5.487 -3.120 -0.731  C67 1.090
75 H -3.827 -2.762 -0.203  C67 1.090
76 H -3.386 -1.771 -3.136  O68 0.960
77 O -2.037 2.829 -1.420  H78 0.957, H79 0.957
78 H -2.864 2.935 -0.949  O77 0.957
79 H -2.281 2.394 -2.237  O77 0.957
80 O 3.017 1.826 2.926  H81 0.957, H82 0.957
81 H 3.595 2.293 2.322  O80 0.957
82 H 2.981 0.934 2.582  O80 0.957
83 O 1.563 3.340 -0.285  H84 0.957, H85 0.957
84 H 2.353 3.841 -0.081  O83 0.957
85 H 1.086 3.887 -0.909  O83 0.957

Results
- energy relative to the best compared isomer or geometry (same formula, charge and spin) (kJ/mol) = 327.1
- SMILES = NC(N)=O.NC(N)=O.NC(N)=O.NC(N)=O.NC(N)=O.CC(C)O.CC(C)O.CC(C)O.O.O.O
- HOMO (Ha) = -0.3251
- Kohn-Sham gap (eV) = 8.57